Entry 1:
Molecular formula: C25H30N4O5
Method: DFT, wB97M-V/def2-TZVPD

```
64
Properties=species:S:1:pos:R:3:forces:R:3
C -0.8889 -3.4834 -0.3872 2.46 -2.40 -6.23
H -1.4492 -2.9850 0.2224 -3.67 3.36 3.31
H -1.3657 -3.7541 -1.3401 -1.01 -0.39 0.75
C 0.1990 -2.5541 -0.9931 -4.20 -1.01 -1.72
N 0.9903 -2.2337 -0.0233 -0.90 8.13 11.82
C 2.2503 -2.3308 0.2177 -1.87 1.84 0.73
O 2.8525 -2.9652 -0.4983 6.54 -6.34 -6.53
O 2.7913 -1.6762 1.1693 -0.54 3.09 3.70
C 4.1781 -1.7830 1.3752 -2.03 6.68 4.84
C 4.9711 -0.6217 0.9540 -0.79 1.94 -3.17
C 5.1016 -0.2199 -0.3804 -2.43 -8.57 -1.62
C 5.6553 0.8294 -0.9795 -0.71 -3.56 -5.31
C 6.1581 1.5550 -0.1135 4.29 12.77 10.36
C 5.9354 1.6728 1.3944 -4.28 -11.16 -10.01
C 5.3024 0.4183 1.7092 0.95 3.72 9.00
H 5.0685 0.2849 3.0233 0.65 0.27 -3.81
H 6.2436 2.2026 2.0969 2.89 5.33 5.36
H 6.5655 2.5823 -0.2938 0.51 -1.08 -1.14
H 6.0372 0.9548 -2.0012 -1.13 -0.44 0.13
H 4.8320 -1.1562 -0.9617 -0.05 1.42 -0.33
H 4.3335 -1.9374 2.4547 -0.37 0.71 0.06
H 4.4623 -2.6016 1.0899 3.29 -8.73 -4.28
H 0.5331 -1.3907 0.9135 1.36 -3.38 -3.76
C -0.5528 -1.3091 -1.4785 4.97 -4.10 -6.66
N -0.5036 -0.9031 -3.1509 4.92 -9.28 5.67
N -1.1213 0.0913 -3.0611 -5.38 6.91 -1.94
C -1.5755 0.2414 -1.8737 -8.96 16.61 -6.51
O -1.1323 -0.2796 -0.9566 4.53 -9.79 9.38
C -2.4150 1.6179 -1.3596 7.17 -0.15 -3.30
N -2.9403 1.4211 -0.1191 0.96 1.84 -0.83
C -4.0264 0.7216 -0.1327 -5.17 -5.95 0.24
O -4.6901 0.1695 -1.1542 3.33 3.31 4.90
O -4.2460 0.4029 1.2343 -1.83 -1.40 -1.84
C -5.4416 -0.5682 1.5836 -0.89 5.25 3.44
C -5.3112 -1.9255 1.0578 0.05 0.82 0.00
H -5.2525 -1.6393 0.0051 -1.32 -1.59 -0.65
H -4.3136 -2.2934 1.2156 0.38 -0.47 0.78
H -6.1021 -2.4535 1.6753 0.75 -0.19 -1.88
C -6.7339 0.2531 1.1416 -1.17 0.22 9.06
H -7.6821 -0.2210 1.6010 1.47 -0.09 -1.07
H -6.6736 0.1378 0.1997 -0.65 0.53 -7.12
H -6.9148 1.3066 1.7241 1.40 -2.17 -2.12
C -5.4571 -0.4926 3.1636 -0.43 -0.61 -2.58
H -6.2273 -1.1821 3.5592 0.29 1.01 0.11
H -4.5225 -0.8153 3.3969 2.79 -2.07 1.13
H -5.2780 0.5002 3.5035 -1.45 1.13 0.35
H -2.3150 1.4670 0.6732 -0.43 -0.06 0.26
H -2.9843 1.6882 -2.1790 -3.39 0.75 -2.12
C -1.3317 2.9393 -1.5126 -1.99 -3.19 4.32
C -0.3036 2.5544 -0.5070 6.38 -3.06 -5.57
C -0.1579 2.7594 0.7669 -1.78 1.57 7.26
C 0.8901 2.3202 1.5563 4.14 -0.83 0.22
C 2.1267 1.6757 0.9394 -5.19 3.92 12.37
C 2.0365 1.3236 -0.2319 0.82 -2.36 -10.77
C 1.0402 1.7763 -1.0060 -6.56 3.46 3.52
H 0.9950 1.7775 -1.9808 0.36 -0.81 -5.21
H 2.7881 0.8400 -0.8484 0.39 -0.37 0.59
H 2.6733 1.2703 1.7068 2.27 -0.65 1.19
H 0.8711 2.5524 2.6942 0.16 -0.56 -2.24
H -0.8648 3.2303 1.5579 0.11 -0.23 -2.17
H -0.9759 3.0024 -2.5132 -0.09 0.56 -0.60
H -1.8431 3.6970 -0.9080 -0.34 0.81 -1.52
H 0.8592 -3.0124 -1.7419 -0.82 0.15 -0.55
H -0.6282 -4.3605 0.1346 1.21 -1.12 0.31
```
Forces are in eV/Å.

Computed properties:
energy above the lowest of the compared OMol25 structures with the same formula, charge and spin	581.13	kcal/mol
maximum force	19.964	eV/A
E_tot	-42588.1644	eV
HOMO level	-8.205	eV
frontier orbital gap	8.4647	eV
multiplicity	1


Entry 2:
Molecular formula: C40H102As2F21N7O13
Method: DFT, wB97M-V/def2-TZVPD

```
185
Properties=species:S:1:pos:R:3:forces:R:3
C -27.3589 19.4690 4.4582 0.72 -0.72 -0.02
C -26.3374 20.3391 3.6387 -1.45 0.66 -0.74
C -26.5953 20.1624 2.0779 0.00 1.21 0.55
O -25.6980 20.9044 1.2069 -0.63 -1.10 1.18
C -24.4091 20.2865 1.1799 0.67 -0.46 0.84
N -26.4185 21.8395 4.0887 -0.09 -1.78 -1.15
H -27.3311 22.2634 4.0021 -0.36 -0.02 -0.19
H -26.1586 21.9332 5.0602 0.34 0.05 1.79
H -25.7286 22.3706 3.5766 0.30 0.33 -0.41
H -27.0986 18.4208 4.3111 0.69 -0.14 0.09
H -28.4135 19.3716 4.2006 -0.12 1.20 -0.83
H -27.3883 19.6145 5.5381 0.60 0.43 -0.05
H -25.2852 20.0900 3.7761 -0.33 -0.12 0.60
H -27.6247 20.4484 1.8616 0.03 0.75 -0.13
H -26.6689 19.0969 1.8601 0.88 -0.32 -0.01
H -24.3900 19.2628 0.8060 -0.55 0.03 -0.57
H -24.0194 20.1640 2.1905 0.07 0.28 0.23
H -23.6474 20.8616 0.6535 -0.63 0.34 -0.21
C -19.1575 14.0762 8.8512 -1.16 0.33 0.86
C -18.5349 13.9482 7.5218 0.98 -0.37 -0.79
C -19.1283 14.8614 6.4536 1.04 0.51 -0.17
O -18.5403 14.6978 5.1623 0.03 -0.20 0.52
C -19.2271 13.8397 4.2620 -0.61 -0.19 -0.15
N -17.0392 14.2922 7.7212 -1.81 -1.97 -0.23
H -16.5474 14.0658 6.8686 0.88 0.28 -0.92
H -16.8100 15.2197 8.0488 0.01 1.89 -0.14
H -16.6944 13.6860 8.4518 0.47 -0.77 0.56
H -18.7026 13.4462 9.6156 0.26 0.25 -0.02
H -20.2061 13.7786 8.8530 -0.14 -0.04 -0.27
H -19.1434 15.1325 9.1197 0.10 -0.04 0.48
H -18.5325 12.9174 7.1673 0.08 -0.04 0.02
H -18.8432 15.8580 6.7906 -0.10 0.37 -0.14
H -20.2182 14.8762 6.4630 -0.22 -0.49 -0.21
H -19.2739 12.7897 4.5509 0.06 -0.11 0.62
H -18.7658 13.7903 3.2757 0.30 0.61 0.15
H -20.2428 14.2127 4.1303 -0.12 0.01 -0.18
C -17.4602 16.8606 2.7438 -0.09 0.13 0.52
C -17.7880 17.7549 3.9712 0.00 0.26 0.07
C -19.2800 17.9074 4.5028 1.19 0.05 -0.92
O -19.2432 18.6686 5.6909 -0.49 -0.70 0.16
C -20.5078 18.7574 6.3734 0.59 0.19 0.80
N -16.8553 17.3461 5.1699 -1.04 -0.04 -1.06
H -16.6347 16.3607 5.1865 0.64 -0.95 -0.68
H -16.0132 17.9034 5.1902 0.46 0.02 0.01
H -17.2571 17.3783 6.0960 -0.81 0.97 0.85
H -16.3901 16.8847 2.5380 0.22 -0.06 0.41
H -17.8478 17.2756 1.8134 -0.65 -0.07 0.23
H -17.7518 15.8166 2.8590 -0.18 0.19 -0.08
H -17.3544 18.7140 3.6881 -0.51 0.34 0.34
H -19.7041 16.9054 4.5678 -0.06 -0.23 0.62
H -19.9304 18.4161 3.7913 0.32 0.10 -0.49
H -20.7871 17.8302 6.8737 0.09 -0.61 -0.31
H -21.3675 19.1013 5.7983 0.36 0.18 -0.46
H -20.3197 19.4230 7.2159 -0.12 0.34 -0.29
C -24.3957 12.9556 -0.6644 1.37 0.37 -0.91
C -24.1239 13.1262 -2.1780 -0.54 -0.31 -0.82
C -25.4346 12.8125 -2.9849 0.99 0.64 -1.11
O -25.1964 12.9586 -4.4141 0.03 -0.48 1.73
C -26.2998 12.6625 -5.2546 -0.51 -0.02 0.75
N -23.5176 14.4911 -2.4805 -1.18 -0.47 0.16
H -23.2870 14.6561 -3.4498 0.10 -0.54 -0.75
H -24.1909 15.2256 -2.3153 -0.75 1.44 0.22
H -22.6560 14.6542 -1.9794 0.56 -0.19 0.40
H -24.6508 11.9342 -0.3821 -0.48 0.05 -0.39
H -25.1063 13.6997 -0.3046 0.06 -0.18 0.17
H -23.4084 13.0815 -0.2201 -0.12 0.45 0.47
H -23.2985 12.4984 -2.5138 -0.27 -0.55 0.13
H -26.3010 13.3964 -2.6742 0.11 0.89 0.01
H -25.7577 11.8162 -2.6832 0.43 -0.60 -0.39
H -25.9159 12.4205 -6.2456 -0.16 0.31 0.12
H -27.0480 13.4545 -5.2238 0.33 0.66 -0.53
H -26.9148 11.8405 -4.8883 0.44 -0.76 0.13
C -23.7181 11.9574 6.1139 0.76 0.19 1.32
C -22.6523 12.6206 5.2299 -2.63 -0.86 -1.57
C -22.7526 11.8784 3.8424 0.67 1.08 0.48
O -21.9715 12.5476 2.8965 0.19 -0.54 1.48
C -21.6045 11.7353 1.8116 0.52 1.04 -1.84
N -23.0518 14.0897 5.0042 1.15 -1.18 -0.50
H -22.4899 14.4214 4.2333 0.54 0.51 -0.91
H -23.9945 14.2321 4.6708 -0.58 -0.06 0.29
H -22.8022 14.7133 5.7585 -0.38 0.18 0.52
H -23.7423 12.5196 7.0474 -0.09 -0.28 0.34
H -23.4430 10.9260 6.3344 0.31 0.10 0.13
H -24.7591 11.8691 5.8028 0.20 0.53 -0.84
H -21.6479 12.6431 5.6528 -0.16 -0.15 -0.08
H -23.7790 11.8628 3.4759 -0.48 0.04 0.31
H -22.4456 10.8386 3.9549 0.17 -0.09 0.30
H -21.0561 10.8019 1.9385 0.03 -0.01 1.07
H -20.9385 12.4205 1.2870 -0.06 -0.42 -0.67
H -22.4679 11.4999 1.1894 -0.13 0.08 -0.09
C -30.2344 13.5237 -0.6647 0.32 -0.49 0.36
C -29.2106 13.5427 0.5228 0.64 -0.02 -1.84
C -28.0322 14.4707 0.3144 0.97 0.29 -0.99
O -26.9817 14.2946 1.2432 -1.55 -1.18 0.82
C -26.3402 15.4861 1.5789 0.75 0.22 1.01
N -29.9622 13.8643 1.7954 -0.19 -1.34 -1.49
H -30.7738 14.4310 1.5948 0.04 1.01 0.21
H -30.3639 12.9459 1.9191 -0.24 -0.31 1.36
H -29.3456 14.1709 2.5342 0.00 0.13 0.49
H -30.7989 12.5947 -0.7438 -0.06 -0.17 0.63
H -29.7596 13.5257 -1.6458 0.38 0.57 0.22
H -30.9745 14.3214 -0.6014 0.23 0.28 -0.09
H -28.7826 12.5507 0.6668 -0.18 -0.10 0.15
H -28.3864 15.4968 0.2152 0.09 0.37 0.32
H -27.4759 14.2637 -0.5997 -1.05 -0.19 -0.85
H -25.7370 15.8922 0.7669 -0.44 0.42 -0.24
H -25.6102 15.2351 2.3485 -0.10 0.03 0.04
H -27.0945 16.1322 2.0279 0.30 0.74 -0.27
C -19.9285 20.0859 0.8790 0.57 -0.19 -1.17
C -19.4628 21.2824 0.0074 -0.99 0.04 0.12
C -20.5787 21.8321 -0.9310 0.22 0.89 0.19
O -20.1273 23.0856 -1.4827 -0.21 0.29 -0.18
C -21.1046 23.6555 -2.3867 -0.07 -0.02 -0.43
N -19.0971 22.3911 0.9692 0.68 0.08 -1.14
H -19.7908 22.4409 1.7017 -0.32 0.62 0.81
H -18.1475 22.3463 1.3103 0.13 -0.91 0.84
H -18.9929 23.2461 0.4417 -1.10 0.83 -0.44
H -19.0878 19.6094 1.3833 0.14 0.36 0.37
H -20.2787 19.2669 0.2508 -0.32 0.18 -0.24
H -20.7235 20.3403 1.5801 0.12 0.18 -0.05
H -18.5524 21.1478 -0.5767 -0.13 -0.50 -0.05
H -21.5018 22.0447 -0.3917 -0.04 -0.28 0.37
H -20.8291 21.1296 -1.7259 0.28 -0.27 0.00
H -20.8136 24.5325 -2.9649 1.49 -0.24 0.16
H -21.9743 24.1353 -1.9378 -0.36 -0.98 0.84
H -21.3529 22.8946 -3.1267 -0.44 -0.01 0.13
As -22.6075 16.7985 2.0198 2.01 0.68 -2.79
F -24.1006 17.5367 2.6576 0.71 -1.38 -0.54
F -23.2881 15.2216 1.6261 -0.01 0.47 1.15
F -20.9402 16.1716 1.4027 -2.32 0.71 1.42
F -21.8563 18.3397 2.3304 -0.13 -0.67 -0.06
F -22.1924 16.2766 3.6796 -0.24 -0.27 -0.49
F -22.9614 17.2067 0.3232 0.01 0.00 1.87
As -22.0696 22.7461 3.6767 -0.12 1.07 1.05
F -20.2894 23.1624 3.5892 -1.45 -0.92 -0.20
F -22.3689 24.5072 3.6420 0.14 -2.00 -0.33
F -23.8136 22.3907 3.7394 1.13 0.07 -0.49
F -21.6822 20.9858 3.7248 -0.20 1.57 -0.16
F -22.1131 22.7901 5.4529 0.54 -0.23 -1.72
F -22.1058 22.6327 1.8634 0.32 0.11 1.60
C -25.1078 18.1972 -2.5377 -2.16 -3.58 2.93
O -26.3387 18.8805 -2.6130 -1.41 3.01 0.25
O -25.3399 16.9919 -3.1421 2.27 0.62 -0.36
C -23.7438 18.9237 -2.5915 -0.72 -1.34 -3.32
F -23.5661 20.0514 -1.9819 -0.65 2.18 2.30
F -22.7907 18.1095 -2.1470 0.51 -0.92 0.55
F -23.4072 19.2213 -3.8468 0.36 -0.03 -1.76
C -26.8933 19.4836 -1.3841 0.30 1.52 -2.04
C -28.0626 20.4883 -1.7517 0.43 -1.64 -0.36
H -28.4504 21.0405 -0.8958 0.32 -0.02 0.18
H -27.7726 21.1809 -2.5419 0.24 -0.03 0.18
H -28.8928 19.9029 -2.1470 -0.14 0.02 -0.11
H -26.1544 20.1335 -0.9153 0.20 -0.57 0.26
H -27.2669 18.7039 -0.7204 0.14 -0.21 0.19
H -25.1022 17.9573 -1.4744 0.59 0.05 1.39
C -25.7629 21.7327 7.8657 -2.24 2.80 -2.81
O -25.2953 20.9085 6.8040 2.11 -1.98 0.00
O -26.3049 22.8804 7.2068 0.88 -3.41 1.89
C -26.7888 20.8200 8.6175 1.39 0.74 -0.37
F -27.6225 21.5481 9.2376 -2.37 2.37 2.08
F -27.5459 19.9883 7.9089 0.00 -1.20 -1.31
F -26.1824 20.0737 9.5815 0.65 -0.80 0.03
C -24.1623 20.0072 7.0781 -1.25 0.37 -0.81
C -24.3794 18.7430 6.2551 0.24 -0.05 0.52
H -23.5929 18.0306 6.5043 0.56 0.00 -0.36
H -25.2522 18.2187 6.6445 -0.49 0.30 -0.37
H -24.4193 18.9296 5.1820 -0.02 -0.25 0.13
H -24.0913 19.6389 8.1015 -0.19 0.66 0.35
H -23.2607 20.5492 6.7928 0.19 -0.08 0.07
H -25.0050 21.9683 8.6129 0.52 0.01 0.05
C -19.7976 14.1586 -1.7752 -2.68 -1.71 -3.23
O -19.5215 15.2361 -2.7784 -0.36 -2.21 0.54
O -20.4474 13.1126 -2.4737 1.60 2.12 2.03
C -18.5408 13.7164 -1.0072 0.79 -1.14 -1.22
F -18.8100 12.5654 -0.3828 -0.24 -0.61 0.45
F -17.4978 13.4254 -1.8531 -0.61 0.86 1.05
F -18.1015 14.5121 0.0241 0.06 0.43 -0.88
C -19.5671 16.5189 -2.3177 0.35 1.31 1.06
C -19.4822 17.5132 -3.4365 0.28 -0.15 -1.46
H -20.3959 17.5860 -4.0265 -0.38 0.02 0.38
H -19.1923 18.5205 -3.1374 0.01 -0.05 0.22
H -18.7829 17.1521 -4.1906 0.48 0.10 0.15
H -18.7286 16.6307 -1.6305 0.27 0.62 0.36
H -20.4713 16.7890 -1.7722 -0.43 -0.42 0.48
H -20.5110 14.4822 -1.0172 0.11 1.07 0.57
```
Forces are in eV/Å.

Computed properties:
total charge	+1
maximum force	5.106	eV/A
E_tot	-258911.1731	eV
HOMO level (alpha / beta)	-6.601 / -7.753	eV
frontier orbital gap (alpha / beta)	2.9411 / 4.0931	eV
multiplicity	2


> The highest maximum force belongs to which entry?

C25H30N4O5


> The lowest maximum force belongs to which entry?

C40H102As2F21N7O13